No. 1
Molecular formula: C31H21Cl3F2P
Method: DFT, ωB97M-V/def2-TZVPD

- Kohn-Sham gap: 8.9 eV
- Net charge: +1
- E_tot: -3115.3328 hartree
- Relative energy (zero: lowest compared OMol25 entry of this formula, charge and spin): 0.111 eV
- Spin multiplicity: 1

Last column: Mulliken charge in e.
Atoms and positions in Å:
F1 -2.7499 4.2127 -2.5761  -0.3003
C1 -2.6484 2.8532 -2.3954  0.0991
C2 -3.4722 2.0388 -3.1664  -0.6617
C3 -3.1451 0.6852 -3.2491  -0.8138
C4 -2.0209 0.1977 -2.5886  -0.6909
C5 -1.2635 1.0147 -1.7537  -0.0358
C6 0.0242 0.4025 -1.1620  1.2651
C7 1.3048 1.0010 -1.7470  0.3485
C8 2.4734 0.2015 -1.7295  -0.3085
C9 3.5910 0.5915 -2.4402  -0.6958
C10 3.6007 1.7893 -3.1641  -0.7884
C11 2.4530 2.5615 -3.1722  0.1347
F2 2.4060 3.7109 -3.9311  -0.3153
C12 1.2980 2.1784 -2.4935  -0.8353
C13 -1.6175 2.3560 -1.5899  -0.2542
H1 -4.3122 2.4655 -3.7068  0.4627
H2 -3.7504 0.0047 -3.8405  0.4296
H3 -1.7428 -0.8474 -2.6938  0.4451
H4 0.0489 -0.6194 -1.5916  0.5209
H5 2.4809 -0.7324 -1.1535  0.4108
H6 4.4810 -0.0430 -2.4326  0.4445
H7 4.4752 2.0913 -3.7223  0.4787
H8 0.4111 2.7928 -2.6045  0.6001
H9 -1.0355 3.0154 -0.9420  0.6945
Cl1 4.7769 -0.0070 4.5843  -0.1667
C14 3.4519 0.0886 3.5151  0.2752
C15 3.5908 0.6953 2.2651  -0.8656
C16 2.5031 0.7869 1.4017  -0.2981
C17 1.3058 0.1102 1.7018  -0.2192
P1 -0.0932 -0.0981 0.5740  2.1790
C18 -0.1988 -1.8971 0.2562  -0.1537
C19 -1.3501 -2.3647 -0.4212  -0.3600
C20 -1.3480 -3.6199 -1.0318  -1.0380
C21 -0.1702 -4.3778 -1.0357  0.1178
Cl2 -0.1447 -5.8909 -1.8402  -0.1737
C22 0.9835 -3.9127 -0.3973  -0.9477
C23 0.9627 -2.6810 0.2759  -0.4100
C24 -1.5109 0.1001 1.7307  0.3367
C25 -1.7284 1.3452 2.3657  -0.4081
C26 -2.5678 1.4318 3.4797  -0.8903
C27 -3.1981 0.2815 3.9749  0.3662
Cl3 -4.2214 0.3714 5.3403  -0.1663
C28 -2.9939 -0.9568 3.3660  -1.0548
C29 -2.1485 -1.0342 2.2637  -0.0164
C30 1.1735 -0.4757 2.9753  -0.5636
C31 2.2195 -0.4665 3.8918  -0.8872
H10 4.5616 1.0791 1.9536  0.4476
H11 2.5965 1.3487 0.4715  0.5526
H12 -2.2632 -1.7668 -0.4650  0.8308
H13 -2.2471 -4.0087 -1.5022  0.4470
H14 1.8912 -4.4993 -0.4234  0.4679
H15 1.8436 -2.3423 0.8230  0.4769
H16 -1.1982 2.2295 2.0039  0.4184
H17 -2.7034 2.3780 3.9976  0.4200
H18 -3.4419 -1.8613 3.7617  0.4375
H19 -1.9537 -2.0238 1.8642  0.3628
H20 0.2408 -0.9606 3.2595  0.4033
H21 2.0905 -0.9233 4.8657  0.4456

=====

No. 2
Molecular formula: C31H21N5O2S2Sn
Method: DFT, ωB97M-V/def2-TZVPD

- Kohn-Sham gap: 6.6 eV
- E_tot: -2628.9063 hartree
- Relative energy (zero: lowest compared OMol25 entry of this formula, charge and spin): 0.668 eV
- Spin multiplicity: 1

Last column: Mulliken charge in e.
Atoms and positions in Å:
Sn1 -0.4740 0.4288 0.3011  0.8964
S1 -2.8431 4.0088 -1.9600  -0.3120
C1 -3.2486 4.2373 -0.2845  0.8311
C2 -3.9756 5.2569 0.3050  -0.6228
C3 -4.1855 5.1966 1.6683  -0.4311
C4 -3.6750 4.1486 2.4335  -0.8010
C5 -2.9430 3.1373 1.8494  -0.2528
C6 -2.7295 3.1696 0.4739  -0.3455
N1 -2.0619 2.2400 -0.2652  -0.1538
C7 -2.0324 2.5211 -1.5317  0.7037
C8 -1.3209 1.7259 -2.5010  0.9248
C9 -1.6214 1.8172 -3.8603  -0.9612
C10 -0.8636 1.1183 -4.7778  -0.7207
C11 0.1990 0.3449 -4.3360  -0.7638
C12 0.4472 0.2202 -2.9772  0.0781
C13 -0.2984 0.8875 -2.0084  -0.5530
H1 -4.3715 6.0656 -0.2880  0.3994
H2 -4.7588 5.9726 2.1497  0.3788
H3 -3.8597 4.1289 3.4986  0.3867
H4 -2.5207 2.3258 2.4231  0.3962
H5 -2.4526 2.4279 -4.1903  0.3766
H6 -1.0881 1.1777 -5.8338  0.4002
H7 0.8217 -0.1734 -5.0556  0.4377
H8 1.2639 -0.4167 -2.6525  0.4438
N2 1.7802 -3.5046 -1.2142  -0.1667
C14 1.3115 -3.6635 -2.5275  0.3567
C15 2.1353 -4.2154 -3.4929  -0.6071
C16 1.6766 -4.3764 -4.7934  -0.6437
C17 0.4136 -3.9413 -5.1439  -0.6533
C18 -0.4149 -3.3718 -4.1866  -0.7429
C19 0.0265 -3.2573 -2.8827  0.6265
S2 -1.0521 -2.5842 -1.6382  -0.0961
N3 0.0256 -2.1335 -0.4466  -0.4089
C20 1.2102 -2.5854 -0.3658  0.4129
C21 2.0439 -2.1180 0.7515  0.3508
C22 2.8381 -3.0103 1.4683  -0.7055
C23 3.6047 -2.5148 2.5071  -0.5068
C24 3.5785 -1.1545 2.7671  -0.7782
C25 2.7484 -0.3497 1.9980  -0.4800
N4 1.9911 -0.8200 1.0242  0.1441
H9 2.7658 -3.6838 -1.0791  0.2658
H10 3.1316 -4.5291 -3.2164  0.3758
H11 2.3181 -4.8457 -5.5248  0.3925
H12 0.0660 -4.0573 -6.1579  0.4108
H13 -1.4106 -3.0406 -4.4343  0.4312
H14 2.8271 -4.0684 1.2493  0.5218
H15 4.2086 -3.1862 3.0986  0.4556
H16 4.1885 -0.7390 3.5532  0.4434
H17 2.6834 0.7160 2.1610  0.6294
O1 0.4812 3.5847 2.9969  -0.7206
C26 0.4482 2.4654 2.5221  0.3036
O2 0.5694 2.1797 1.2875  -0.6734
C27 0.2987 1.2920 3.5008  0.6080
C28 0.5892 1.4690 4.8509  -0.6259
C29 0.5233 0.3731 5.6938  -0.3834
C30 0.1354 -0.8539 5.1672  -0.6542
C31 -0.1872 -0.9178 3.8223  -0.5409
N5 -0.0964 0.1250 3.0153  0.1206
H18 0.8536 2.4548 5.2015  0.5124
H19 0.7689 0.4627 6.7434  0.4359
H20 0.0531 -1.7345 5.7895  0.4393
H21 -0.5377 -1.8308 3.3553  0.4144

=====

No. 3
Molecular formula: C31H22AsN7O3SW
Method: DFT, ωB97M-V/def2-TZVPD

- Kohn-Sham gap (alpha / beta): 5.9 / 5.9 eV
- Net charge: +2
- E_tot: -4503.8753 hartree
- Relative energy (zero: lowest compared OMol25 entry of this formula, charge and spin): 1.815 eV
- Spin multiplicity: 1

Last column: Mulliken charge in e.
Atoms and positions in Å:
W1 -0.7187 -1.5269 -0.4846  2.3168
N1 1.8655 -1.5810 7.5229  -0.4210
C1 1.4424 -1.4831 6.2594  1.1133
C2 0.4741 -2.3905 5.7577  -0.8824
C3 0.0403 -2.2976 4.4703  -0.6248
C4 0.5508 -1.2817 3.6371  -0.0987
C5 1.5259 -0.3798 4.1143  -0.5850
C6 1.9556 -0.4753 5.4056  -0.8377
S1 0.1066 -1.1871 2.0289  1.7445
O1 0.6143 -0.0125 1.3250  -0.4018
O2 -1.3552 -1.3336 1.7736  -0.7672
N2 0.5631 -2.4146 1.0109  -0.2314
C7 1.7779 -2.2303 0.3037  0.3553
N3 2.9596 -2.5827 0.7182  -0.6739
C8 3.9173 -2.4972 -0.2144  -0.4480
C9 3.6700 -2.1155 -1.5300  -0.7916
C10 2.3897 -1.7074 -1.8538  -0.0770
N4 1.4628 -1.7210 -0.8924  -0.0867
H1 1.5071 -2.2843 8.1455  0.2130
H2 2.5455 -0.9418 7.8967  0.2104
H3 0.0810 -3.1594 6.4091  0.3337
H4 -0.6973 -2.9980 4.0984  0.4413
H5 1.9150 0.3892 3.4611  0.4819
H6 2.6909 0.2211 5.7852  0.3237
H7 4.9194 -2.7617 0.0998  0.4477
H8 4.4554 -2.1274 -2.2704  0.4578
H9 2.1019 -1.3609 -2.8358  0.5974
O3 -0.9712 -2.5786 -2.0758  -0.2521
N5 -0.5940 -3.5701 -1.1762  -0.6651
C11 -1.5715 -3.5994 -0.1748  1.3856
C12 -2.6114 -2.6564 -0.2560  -0.3809
N6 -2.9677 -1.5985 -0.6615  -0.3829
C13 -1.3704 -4.4752 0.9329  -0.2693
N7 -1.2103 -5.1627 1.8365  -0.3493
C14 -4.1854 4.7746 -2.0977  -0.4957
C15 -4.2340 4.3762 -0.7718  -0.8292
C16 -3.4980 3.2756 -0.3489  -0.3822
C17 -2.7097 2.5960 -1.2656  0.6369
C18 -2.6565 2.9837 -2.5993  0.0016
C19 -3.3997 4.0786 -3.0091  -0.9445
As1 -1.5687 1.1644 -0.5957  0.5514
C20 0.1802 1.9704 -0.7738  0.8663
C21 0.7544 2.8798 0.1000  -0.7366
C22 2.0550 3.3044 -0.1273  -0.7863
C23 2.7879 2.8019 -1.2006  -0.9424
C24 2.2162 1.8917 -2.0713  -0.7975
C25 0.9004 1.4772 -1.8613  0.4175
C26 0.1343 0.6024 -2.7590  1.7642
C27 0.5076 0.2722 -4.0569  -0.3519
C28 -0.4015 -0.3687 -4.8880  -0.8667
C29 -1.6999 -0.6632 -4.4627  -0.9055
C30 -2.0806 -0.3673 -3.1724  -0.1482
C31 -1.1511 0.2138 -2.2851  -1.1525
H10 -4.7638 5.6272 -2.4264  0.4171
H11 -4.8492 4.9119 -0.0620  0.4178
H12 -3.5584 2.9660 0.6875  0.4071
H13 -2.0431 2.4597 -3.3223  0.3230
H14 -3.3640 4.3891 -4.0446  0.4239
H15 0.2062 3.2799 0.9439  0.4961
H16 2.5032 4.0368 0.5307  0.4640
H17 3.8023 3.1404 -1.3620  0.4745
H18 2.7876 1.5304 -2.9173  0.4543
H19 1.4720 0.5703 -4.4475  0.5791
H20 -0.1136 -0.6046 -5.9047  0.4685
H21 -2.4047 -1.1105 -5.1495  0.5096
H22 -3.0898 -0.5784 -2.8463  0.4707

=====

Question: The lowest relative energy (zero: lowest compared OMol25 entry of this formula, charge and spin) belongs to which entry?
Answer: C31H21Cl3F2P

=====

Question: Among the records above, which one has the lowest relative energy (zero: lowest compared OMol25 entry of this formula, charge and spin)?
Answer: C31H21Cl3F2P